(1)
The following is a quantum chemistry calculation of a structure of composition C40H36BCrN9PS3Se at a distorted geometry, from OMol25.

Frontier orbital gap (spin up / spin down) = 3.86 / 3.81 eV
Lowest unoccupied orbital energy (spin up / spin down) = -2.012 / -2.075 eV
Spin multiplicity = 4
<S²> = 3.84

Cartesian coordinates (Å):
1 Cr -0.31164 -0.13443 0.69921
2 C 2.66450 -1.29663 -3.39901
3 N 3.20966 -0.63902 -2.23379
4 C 4.54138 -0.46793 -1.92849
5 C 4.58575 0.28607 -0.81010
6 N 3.29834 0.59030 -0.42626
7 B 2.97459 1.70960 0.60559
8 N 3.01103 1.13788 2.06611
9 C 3.49269 1.83723 3.14511
10 C 3.25016 1.12396 4.26916
11 N 2.60884 -0.02952 3.87330
12 C 2.18786 -1.10822 4.73836
13 C 2.45716 0.00842 2.51788
14 S 1.73156 -1.23939 1.59359
15 C 2.46269 -0.00086 -1.29806
16 S 0.75342 -0.06834 -1.38533
17 H 3.47821 -1.64919 -4.02744
18 H 2.04555 -0.59701 -3.95968
19 H 2.03361 -2.13262 -3.09709
20 H 5.32816 -0.89881 -2.52072
21 H 5.43425 0.65546 -0.26321
22 H 3.83325 2.54373 0.51716
23 H 1.87792 2.12309 0.39164
24 H 3.96910 2.79263 3.01461
25 H 3.47388 1.33067 5.30052
26 H 1.48368 -0.74271 5.48659
27 H 3.04997 -1.55160 5.23659
28 H 1.70607 -1.86362 4.12265
29 C -4.18720 0.44989 -4.13182
30 C -3.00101 -0.18362 -3.79273
31 C -2.49026 -0.05105 -2.51273
32 C -3.15856 0.72072 -1.56491
33 C -4.35830 1.33787 -1.90064
34 C -4.86263 1.20519 -3.18528
35 P -2.48489 0.69208 0.12896
36 C -3.20849 2.07632 1.05198
37 C -3.41367 1.94866 2.42833
38 C -3.60776 3.07422 3.21428
39 C -3.64509 4.33216 2.62799
40 C -3.52498 4.45596 1.25229
41 C -3.28726 3.33762 0.46686
42 C -3.42458 -0.77818 0.67193
43 C -4.77355 -0.79208 0.91765
44 C -5.43461 -2.01710 1.12284
45 C -4.74604 -3.19627 1.04316
46 C -3.35499 -3.21396 0.78895
47 C -2.61154 -4.41443 0.70967
48 C -1.26531 -4.36771 0.48010
49 C -0.59275 -3.13354 0.35050
50 C -1.25299 -1.93189 0.44842
51 C -2.66849 -1.97882 0.63535
52 H -4.58434 0.35262 -5.13408
53 H -2.47163 -0.78480 -4.52061
54 H -1.57026 -0.54575 -2.23630
55 H -4.90276 1.92183 -1.16952
56 H -5.79486 1.68770 -3.45039
57 H -3.41137 0.96452 2.88502
58 H -3.70862 2.96967 4.28803
59 H -3.76666 5.21441 3.24443
60 H -3.57235 5.42834 0.77897
61 H -3.12565 3.46296 -0.59474
62 H -5.32904 0.13777 0.95350
63 H -6.49843 -2.01475 1.32419
64 H -5.26746 -4.13876 1.16509
65 H -3.12283 -5.36081 0.84132
66 H -0.69048 -5.28389 0.41546
67 H 0.47945 -3.15108 0.18935
68 C 0.73273 5.92063 -4.99873
69 C -0.32422 5.46818 -4.03360
70 C -1.62622 5.95951 -4.12620
71 C -2.53851 5.42602 -3.23416
72 N -2.21599 4.51156 -2.33282
73 C -0.92018 4.11827 -2.27189
74 S -0.44923 2.97583 -1.07221
75 N 0.02615 4.57946 -3.11666
76 H 0.36698 6.75080 -5.60174
77 H 0.99090 5.09318 -5.66151
78 H 1.63687 6.21673 -4.46894
79 H -1.90777 6.70597 -4.85529
80 H -3.58264 5.73001 -3.23630
81 Se 0.22504 3.40846 2.93933
82 N -0.29970 2.80081 4.51558
83 C -0.71736 1.55242 4.35061
84 C -1.24179 0.65785 5.30602
85 C -1.60990 -0.59177 4.86257
86 C -1.45512 -0.97316 3.51665
87 N -0.95947 -0.17025 2.59663
88 C -0.60603 1.06571 3.00623
89 N -0.10832 1.88823 2.10979
90 H -1.35527 0.96085 6.33811
91 H -2.03106 -1.30751 5.55434
92 H -1.72265 -1.96753 3.18041

---

(2)
The following is a quantum chemistry calculation of a structure of composition C4H8O2, from OMol25.

Energy above the lowest of the compared OMol25 structures with the same formula, charge and spin = 6.387 eV
Frontier orbital gap = 8.72 eV
Lowest unoccupied orbital energy = 0.821 eV

Cartesian coordinates (Å):
1 C -0.29574 -0.23797 1.77690
2 C -0.39049 -0.63818 0.32706
3 O -1.68933 -0.97589 0.09397
4 C 1.04149 0.82107 -0.27510
5 C 0.88635 0.54941 -1.70524
6 O -0.38431 0.57640 -1.06775
7 H -0.69448 0.77165 1.90396
8 H -0.91795 -0.91794 2.37252
9 H 0.74062 -0.25089 2.10880
10 H 0.34042 -1.35007 -0.05247
11 H -1.78448 -1.19380 -0.84321
12 H 1.01881 1.90487 -0.08940
13 H 1.16973 -0.42334 -2.12292
14 H 0.95936 1.36467 -2.42713

---

(3)
The following is a quantum chemistry calculation of a structure of composition C6H17B3NO5PPtS at a distorted geometry, from OMol25.

Energy above the lowest of the compared OMol25 structures with the same formula, charge and spin = 1.531 eV
Frontier orbital gap = 1.74 eV
Net charge = +2
Lowest unoccupied orbital energy = -12.892 eV

Cartesian coordinates (Å):
1 C -1.37297 -2.07878 -4.02798
2 N -1.85950 -2.00478 -2.62967
3 C -0.69973 -2.16292 -1.74027
4 B -0.94863 -1.71009 -0.22917
5 O -1.74191 -0.62736 0.19746
6 B -0.95092 0.22373 1.02245
7 C -1.03920 1.83017 0.92043
8 C 0.37599 2.40056 0.50248
9 C 0.34454 3.23903 -0.82791
10 C 1.05889 3.29491 1.58828
11 O -0.02091 -0.29814 1.97161
12 B 0.23086 -1.66563 1.79489
13 P 1.40667 -2.55716 3.07511
14 O 2.30578 -3.68544 2.22913
15 O 2.41022 -1.44369 3.77197
16 S 0.19327 -3.40319 4.35857
17 O -0.29053 -2.48151 0.79327
18 H -0.84687 -3.04127 -4.17430
19 H -2.19030 -1.93872 -4.75688
20 H -0.62423 -1.26569 -4.20803
21 H -2.35012 -1.12614 -2.47362
22 H 0.20224 -1.62433 -2.13286
23 H -0.45528 -3.25002 -1.70668
24 H -1.86619 2.15376 0.26203
25 H -1.25397 2.17529 1.95281
26 H 1.05270 1.53471 0.32247
27 H 1.17784 3.97083 -0.78550
28 H -0.65866 3.84574 -0.92233
29 H 0.53045 2.49605 -1.70879
30 H 0.88765 4.37793 1.44592
31 H 0.79210 3.02749 2.62469
32 H 2.15647 3.13765 1.49922
33 H 1.64984 -4.20184 1.73472
34 H 2.79632 -0.93884 3.03971
35 Pt -0.40189 3.79769 -2.78322

---

(4)
The following is a quantum chemistry calculation of an isolated molecule of C3H4ClF at a distorted geometry, from OMol25.

Energy above the lowest of the compared OMol25 structures with the same formula, charge and spin = 3.390 eV
Frontier orbital gap (spin up / spin down) = 8.36 / 8.39 eV
Lowest unoccupied orbital energy (spin up / spin down) = -0.426 / -0.371 eV

Cartesian coordinates (Å):
1 C -0.38736 0.35560 0.31352
2 C -1.14841 -0.65949 -0.37384
3 C 1.33502 0.40993 0.42429
4 F 1.81897 1.43687 -0.29308
5 Cl 2.17313 -1.02307 -0.01302
6 H -0.46907 1.31865 -0.18766
7 H -0.69135 0.44250 1.35284
8 H -1.64584 -1.42056 0.19638
9 H -0.98508 -0.86044 -1.41943

---

(5)
The following is a quantum chemistry calculation of the ion C4H10N2O2 with charge +1 at a distorted geometry, from OMol25.

Energy above the lowest of the compared OMol25 structures with the same formula, charge and spin = 1.185 eV
Frontier orbital gap (spin up / spin down) = 10.34 / 5.35 eV
Net charge = +1
Lowest unoccupied orbital energy (spin up / spin down) = -3.771 / -8.742 eV
Spin multiplicity = 2
<S²> = 0.75

Cartesian coordinates (Å):
1 C -0.85911 0.31117 -1.68532
2 N -2.09168 -0.15238 -2.17700
3 C -0.65570 0.08055 -0.18350
4 C -1.73688 0.82988 0.63967
5 N 0.69795 0.47553 0.13755
6 C 1.40462 -0.35271 0.97331
7 O 2.73919 -0.12869 0.90994
8 O 0.88864 -1.17562 1.67706
9 H -0.72823 1.33548 -2.03450
10 H -0.10122 -0.29287 -2.23872
11 H -2.51736 0.13294 -3.06853
12 H -2.42759 -1.06263 -1.85052
13 H -0.82329 -0.98041 0.02516
14 H -2.36274 1.52945 0.08862
15 H -1.26904 1.33343 1.48387
16 H -2.40109 0.07771 1.07729
17 H 1.23110 1.00700 -0.53476
18 H 3.05446 -0.22408 1.82336

---

(6)
The following is a quantum chemistry calculation of an isolated molecule of C11H21N3O4 at a distorted geometry, from OMol25.

Energy above the lowest of the compared OMol25 structures with the same formula, charge and spin = 2.341 eV
Frontier orbital gap = 10.37 eV
Lowest unoccupied orbital energy = 0.424 eV

Cartesian coordinates (Å):
1 C -1.30501 -1.14684 -0.78647
2 C -1.03074 -1.39132 0.58767
3 C -1.31471 0.36093 -1.21045
4 C -2.14046 1.31889 -0.43811
5 C -1.30560 1.66588 0.75631
6 C -3.57683 0.94359 -0.09137
7 C 1.47471 -1.09734 0.38250
8 C 2.20739 -2.25344 -0.34726
9 C 2.50588 -0.33599 1.16681
10 C 2.32436 1.27086 1.18160
11 C 2.37058 1.86980 -0.19205
12 H -3.27025 -1.48900 -0.45293
13 H -2.50085 -2.69570 -1.31454
14 H -0.53512 -1.66923 -1.44345
15 H -1.80500 0.36177 -2.19337
16 H -0.28253 0.85220 -1.25791
17 H -2.13131 2.30167 -1.07540
18 H -0.26333 2.01452 0.57135
19 H -1.23936 0.79211 1.39951
20 H -1.78726 2.45507 1.36036
21 H -4.16601 1.80614 0.27809
22 H -4.01507 0.41795 -1.01461
23 H -3.57701 0.29031 0.82715
24 H 0.33763 -1.46772 2.03722
25 H 1.27340 -0.43832 -0.55475
26 H 2.58256 -0.51297 2.20820
27 H 3.45268 -0.48277 0.63993
28 H 3.29959 1.57658 1.63051
29 H 1.51289 1.71005 1.78578
30 H 3.60235 0.48921 -1.08852
31 H 2.97469 1.71653 -2.12519
32 H 0.78481 -3.30297 0.34173
33 N -2.60230 -1.71330 -1.18828
34 N 0.27098 -1.62243 1.04863
35 N 3.25896 1.40334 -1.13020
36 O -1.94648 -1.43728 1.42818
37 O 3.33037 -2.07355 -0.88079
38 O 1.75351 2.88231 -0.47154
39 O 1.47789 -3.36954 -0.37434

---

(7)
The following is a quantum chemistry calculation of an isolated molecule of C3H7NO at a distorted geometry, from OMol25.

Energy above the lowest of the compared OMol25 structures with the same formula, charge and spin = 2.159 eV
Frontier orbital gap = 9.85 eV
Lowest unoccupied orbital energy = 0.545 eV

Cartesian coordinates (Å):
1 O 1.08022 1.62172 0.34783
2 C 0.88528 0.44335 0.49828
3 C -0.01533 -0.44269 -0.40522
4 C -0.52517 -1.77409 0.25426
5 N -1.19203 0.38626 -0.71548
6 H 1.69521 -0.13224 1.01940
7 H 0.36587 -0.64042 -1.36852
8 H -1.44840 -2.16891 -0.18602
9 H -0.77185 -1.61330 1.26610
10 H 0.29221 -2.45114 0.42074
11 H -0.83446 1.20183 -1.27259
12 H -1.66487 0.76718 0.26270

---

(8)
The following is a quantum chemistry calculation of an isolated molecule of C4H8N2O at a distorted geometry, from OMol25.

Energy above the lowest of the compared OMol25 structures with the same formula, charge and spin = 3.268 eV
Frontier orbital gap = 8.21 eV
Lowest unoccupied orbital energy = 0.965 eV

Cartesian coordinates (Å):
1 N 1.83769 -0.01729 -1.25227
2 C 1.51360 -0.46171 -0.02088
3 O 2.27756 -1.45483 0.48437
4 C 0.46776 -0.03891 0.73702
5 N -0.51324 0.83047 0.16159
6 C -1.84244 0.77850 0.73756
7 C -1.59026 0.19681 -0.59351
8 H 2.21331 -0.67840 -1.90886
9 H 1.23096 0.70974 -1.59329
10 H 1.62911 -1.61976 1.20961
11 H 0.63159 0.11203 1.80347
12 H -2.00656 0.07264 1.54773
13 H -2.35650 1.73042 0.83112
14 H -1.58018 -0.88792 -0.65929
15 H -1.91239 0.72823 -1.48436

---

One value per record, in order, for E: -191716.3091; -8366.8943; -43608.7301; -18411.6842; -11376.9262; -24407.8829; -6760.5909; -9303.1253 eV.